Record 1
{
  "formula": "C18H49FN3O9",
  "method": "ωB97M-V/def2-TZVPD",
  "symbols": ["N", "C", "C", "N", "C", "O", "N", "C", "O", "F", "H", "H", "H", "H", "H", "H", "H", "C", "C", "O", "H", "H", "H", "H", "H", "H", "C", "C", "O", "H", "H", "H", "H", "H", "H", "C", "C", "O", "H", "H", "H", "H", "H", "H", "C", "C", "O", "H", "H", "H", "H", "H", "H", "C", "C", "O", "H", "H", "H", "H", "H", "H", "C", "C", "O", "H", "H", "H", "H", "H", "H", "C", "C", "O", "H", "H", "H", "H", "H", "H"],
  "xyz": [[-2.43, 0.69, -1.77], [-3.50, 1.33, -0.99], [-3.71, 2.81, -1.30], [-4.42, 3.11, -2.53], [-5.66, 2.70, -2.64], [-6.37, 2.60, -3.65], [-6.39, 2.42, -1.37], [-7.13, 1.29, -1.18], [-7.87, 1.05, -0.28], [-6.94, 0.36, -2.13], [-2.85, 0.20, -2.55], [-1.82, 1.40, -2.15], [-3.22, 1.24, 0.07], [-4.41, 0.74, -1.11], [-2.70, 3.23, -1.42], [-4.11, 3.32, -0.41], [-5.88, 2.67, -0.53], [-4.10, 1.84, 4.06], [-4.70, 2.72, 2.98], [-3.71, 3.28, 2.13], [-3.39, 2.42, 4.66], [-4.87, 1.44, 4.72], [-3.56, 1.01, 3.61], [-5.23, 3.57, 3.42], [-5.42, 2.15, 2.38], [-3.24, 2.54, 1.70], [-1.39, -2.57, 2.34], [-2.44, -1.48, 2.37], [-2.04, -0.34, 1.61], [-0.44, -2.19, 2.72], [-1.69, -3.42, 2.95], [-1.22, -2.91, 1.31], [-2.59, -1.12, 3.39], [-3.40, -1.86, 1.99], [-1.92, -0.60, 0.69], [3.20, -2.87, -0.66], [2.10, -2.37, 0.26], [0.82, -2.84, -0.14], [3.02, -2.55, -1.68], [4.17, -2.48, -0.35], [3.25, -3.96, -0.65], [2.05, -1.28, 0.23], [2.29, -2.67, 1.29], [0.83, -3.80, -0.11], [3.81, -3.82, -4.84], [4.38, -5.08, -4.20], [3.92, -5.26, -2.87], [4.07, -2.95, -4.24], [4.20, -3.68, -5.85], [2.73, -3.87, -4.89], [5.47, -5.02, -4.13], [4.13, -5.96, -4.81], [2.96, -5.33, -2.90], [1.15, 5.51, -1.18], [0.07, 5.45, -2.25], [-1.22, 5.27, -1.70], [1.13, 4.61, -0.58], [2.14, 5.62, -1.63], [0.98, 6.36, -0.51], [0.23, 4.60, -2.90], [0.10, 6.36, -2.87], [-1.42, 6.02, -1.12], [2.72, -3.30, 4.19], [2.12, -1.92, 4.38], [0.91, -1.98, 5.12], [2.01, -3.96, 3.68], [3.63, -3.26, 3.59], [2.96, -3.75, 5.15], [1.86, -1.48, 3.41], [2.83, -1.25, 4.87], [1.10, -2.35, 5.98], [6.79, 0.42, -0.43], [5.75, 0.31, -1.53], [4.45, 0.04, -1.03], [6.81, -0.50, 0.16], [7.78, 0.60, -0.84], [6.54, 1.24, 0.25], [5.99, -0.52, -2.20], [5.74, 1.23, -2.13], [4.20, 0.76, -0.45]],
  "homo_energy_ev": -3.6915,
  "gap_ev": 5.57,
  "total_charge": -1
}

=====

Record 2
{
  "formula": "C18H49FO10S7",
  "method": "ωB97M-V/def2-TZVPD",
  "symbols": ["C", "O", "C", "C", "C", "C", "C", "O", "S", "O", "O", "F", "H", "H", "H", "H", "H", "H", "H", "H", "H", "H", "H", "H", "H", "C", "S", "O", "C", "H", "H", "H", "H", "H", "H", "C", "S", "O", "C", "H", "H", "H", "H", "H", "H", "C", "S", "O", "C", "H", "H", "H", "H", "H", "H", "C", "S", "O", "C", "H", "H", "H", "H", "H", "H", "C", "S", "O", "C", "H", "H", "H", "H", "H", "H", "C", "S", "O", "C", "H", "H", "H", "H", "H", "H"],
  "xyz": [[1.85, 1.53, 1.25], [2.02, 0.29, 0.55], [2.51, 0.48, -0.76], [3.80, 1.33, -0.84], [4.42, 1.36, -2.28], [5.80, 2.08, -2.25], [7.01, 1.12, -2.20], [6.94, 0.19, -1.10], [6.90, -1.38, -1.60], [5.86, -1.58, -2.64], [6.22, -2.12, -0.21], [4.80, -2.15, -0.33], [1.62, 2.38, 0.57], [1.06, 1.44, 2.03], [2.82, 1.78, 1.72], [2.75, -0.52, -1.15], [1.74, 0.93, -1.42], [3.65, 2.38, -0.55], [4.56, 0.88, -0.16], [3.74, 1.99, -2.89], [4.43, 0.37, -2.76], [5.90, 2.80, -3.08], [5.83, 2.66, -1.31], [7.22, 0.63, -3.17], [7.90, 1.76, -2.01], [-2.04, -1.12, 1.13], [-2.00, 0.68, 1.08], [-1.11, 1.13, 2.20], [-3.70, 0.92, 1.61], [-1.05, -1.49, 0.86], [-2.31, -1.46, 2.13], [-2.77, -1.48, 0.40], [-3.86, 0.45, 2.58], [-4.37, 0.50, 0.87], [-3.89, 1.99, 1.70], [3.62, -2.30, -7.29], [3.39, -1.60, -5.64], [4.10, -0.29, -5.62], [4.44, -2.79, -4.79], [3.08, -1.67, -8.00], [4.68, -2.30, -7.55], [3.22, -3.31, -7.32], [5.45, -2.77, -5.21], [4.01, -3.79, -4.90], [4.48, -2.52, -3.74], [0.11, -1.79, -3.28], [-1.37, -0.90, -2.80], [-2.19, -1.81, -1.95], [-2.13, -0.87, -4.44], [0.72, -1.95, -2.39], [-0.15, -2.75, -3.72], [0.68, -1.20, -4.01], [-2.26, -1.90, -4.80], [-1.49, -0.31, -5.12], [-3.10, -0.39, -4.36], [-6.21, -2.00, 4.53], [-5.42, -2.17, 2.92], [-6.12, -1.24, 1.99], [-6.04, -3.83, 2.58], [-5.98, -1.00, 4.92], [-7.29, -2.11, 4.43], [-5.81, -2.75, 5.22], [-7.13, -3.83, 2.61], [-5.65, -4.52, 3.33], [-5.70, -4.12, 1.59], [4.07, 1.58, 5.98], [2.79, 1.55, 4.71], [2.93, 2.81, 3.93], [1.40, 1.77, 5.83], [5.04, 1.49, 5.50], [4.02, 2.51, 6.54], [3.92, 0.73, 6.66], [1.52, 2.70, 6.39], [1.34, 0.92, 6.51], [0.49, 1.82, 5.23], [-7.78, 1.46, 2.43], [-7.17, 2.49, 1.09], [-5.99, 3.24, 1.62], [-8.56, 3.63, 1.09], [-7.04, 0.69, 2.63], [-7.94, 2.06, 3.32], [-8.72, 0.99, 2.12], [-8.66, 4.09, 2.08], [-9.47, 3.09, 0.83], [-8.37, 4.40, 0.35]],
  "homo_energy_ev": -7.9671,
  "gap_ev": 7.73,
  "total_charge": 0
}